[1]
Entry from the OMol25 dataset: C35H44NO3P2PdSi as an isolated structure in a non-equilibrium geometry (ωB97M-V/def2-TZVPD).

Properties
HOMO level (alpha / beta)   -7.260 / -10.918 eV
Gap between HOMO and LUMO (alpha / beta)   4.871 / 5.517 eV
Net charge   +1
Energy relative to the best compared isomer or geometry (same formula, charge and spin)   13.9 kcal per mole
Multiplicity   5

Each line ends with the Löwdin spin population.
Element x y z (Å)
1 H -0.4651 -0.7342 -3.4171  0.00
2 C 4.6944 -0.8261 1.9764  0.00
3 H 7.7085 0.6475 1.5554  0.00
4 C 3.5780 -3.5033 5.7408  0.00
5 H 3.5354 2.1613 1.9406  0.00
6 H 3.3543 4.3579 5.6471  0.00
7 H 1.1055 0.1307 -3.2438  0.00
8 H -2.5734 0.2464 3.1879  0.02
9 C 3.0539 1.0057 3.7159  0.00
10 H -2.2189 3.1493 0.7357  0.00
11 C 1.9176 3.8083 -1.5291  0.03
12 C -1.3013 -2.6455 0.0957  0.01
13 C 1.8773 -3.0955 3.5512  0.00
14 H -3.6930 0.2238 -1.7972  0.00
15 N -1.0762 -1.6016 0.8974  0.12
16 C 4.8619 -1.9718 1.1819  0.00
17 H -0.9805 -2.7961 -2.0778  0.00
18 H 1.1399 -5.0871 3.9170  0.00
19 C -1.6220 -0.0753 2.7358  0.13
20 H 3.7100 4.3071 3.1691  0.00
21 H -3.1508 1.6257 0.6060  0.00
22 H 4.9262 2.3024 -0.9678  0.00
23 H 6.2160 -3.0629 -0.0881  0.00
24 C -1.8091 -1.4002 1.9944  0.02
25 H -4.1093 1.6485 -1.8455  0.00
26 C 6.0826 -2.1640 0.5237  0.00
27 C 1.8336 -4.3093 4.2443  0.00
28 H 8.0651 -1.3846 0.1366  0.00
29 H -3.4659 -1.3552 -3.1992  0.00
30 O -3.7393 1.0269 -1.1937  0.00
31 H 4.2286 -3.6377 6.6011  0.00
32 H 5.5710 0.9784 2.7677  0.00
33 H -3.9758 -2.6565 -3.5548  0.00
34 C 7.1068 -1.2379 0.6627  0.00
35 C 3.2963 3.6555 -1.4764  0.01
36 H -3.1441 -2.2652 3.4744  0.00
37 H 2.7755 2.2544 6.8715  0.00
38 C 0.5949 -0.8397 -3.1256  0.04
39 O 1.8566 -0.9693 1.9199  0.36
40 C 1.0630 2.7831 -1.0952  0.07
41 C 2.6853 -4.5046 5.3380  0.00
42 O -3.8498 -1.8013 -3.9561  0.00
43 C 3.0065 1.3839 -0.6681  0.08
44 H 4.3659 -1.5214 5.2934  0.00
45 H -0.8801 2.8912 3.4102  0.01
46 H 2.6501 -5.4508 5.8864  0.00
47 H 0.1885 1.6672 0.9789  0.22
48 C 3.8496 2.4443 -1.0401  0.03
49 H -0.0141 2.9233 -1.1396  0.01
50 H 0.5373 1.7603 3.4435  0.00
51 C -2.8358 -3.5557 1.7465  0.00
52 H 4.0661 -2.7260 1.1060  0.00
53 C 3.4583 3.3977 3.7119  0.00
54 H -0.8711 -0.2294 3.5213  0.00
55 P -1.0632 1.2972 1.7484  0.43
56 C -2.2033 -3.6479 0.4981  0.00
57 C 3.3538 2.1836 3.0226  0.00
58 H 2.2104 -2.8600 -0.2546  0.00
59 Si 3.0919 -0.6345 2.8745  0.04
60 C 5.7100 0.1053 2.1145  0.00
61 H -2.3538 -4.4998 -0.1425  0.00
62 H 1.0867 -1.5946 -3.7606  0.01
63 C -2.5057 2.2288 1.2634  0.04
64 C 2.7964 1.0394 5.0889  0.00
65 H 3.1351 -1.7870 -1.3474  0.00
66 C 6.9229 -0.0910 1.4440  0.00
67 C -0.4309 -2.8025 -1.1514  0.04
68 H -3.5113 -4.3409 2.0825  0.00
69 H 2.5302 0.1160 5.6148  0.00
70 H 3.9622 4.4799 -1.7606  0.00
71 C 2.2254 -2.3913 -1.2512  0.03
72 H 2.1734 -3.1559 -2.0399  0.01
73 C 1.6430 1.6029 -0.6322  0.39
74 Pd 0.7926 -0.0054 0.3948  1.44
75 H 1.1970 -2.9306 2.7060  0.00
76 H -3.0267 2.4792 2.2061  0.01
77 H 0.4736 3.0845 2.2480  0.01
78 C 2.8099 -2.1195 3.9340  0.03
79 C 3.6550 -2.3025 5.0226  0.01
80 H 3.4244 0.4090 -0.3860  0.01
81 C -0.1262 2.3841 2.8489  0.07
82 C 2.9303 2.2408 5.7936  0.00
83 C -2.6750 -2.3868 2.4910  0.01
84 H 1.4875 4.7458 -1.8783  0.00
85 C 3.2636 3.4189 5.1055  0.00
86 P 0.7172 -1.3773 -1.3882  0.23
87 H 0.1136 -3.7549 -1.1684  0.00

Forces on atoms 1 to 3 (eV/Å):
H 0.5 0.0 0.1
C -0.5 -0.3 0.0
H 0.1 -0.1 -0.1

[2]
Entry from the OMol25 dataset: C35H45BFN7O3RuS3 as an isolated structure in a non-equilibrium geometry (ωB97M-V/def2-TZVPD).

Properties
HOMO level (alpha / beta)   -9.653 / -9.633 eV
Gap between HOMO and LUMO (alpha / beta)   5.589 / 5.685 eV
Net charge   +1
Energy relative to the best compared isomer or geometry (same formula, charge and spin)   84.1 kcal per mole
Multiplicity   2

Each line ends with the Löwdin spin population.
Element x y z (Å)
1 H -3.3948 1.3446 3.7824  0.00
2 C -4.9727 -6.0911 0.9606  0.00
3 H -0.0338 2.8874 4.3652  0.00
4 H -5.4111 -5.8909 1.9388  0.00
5 H 6.5944 -4.0298 0.8094  0.00
6 C 0.6733 7.1189 -3.3143  0.00
7 H -3.5853 -5.2731 2.8635  0.00
8 H 0.9837 8.1602 -3.3897  0.00
9 C -4.5294 -4.8048 0.2581  0.00
10 H -0.2889 -1.8007 0.3283  0.00
11 N -0.9241 0.7962 3.0391  0.00
12 H -5.0684 -5.7329 -1.6013  0.00
13 C 5.2274 -1.7884 0.4290  0.00
14 S 2.0516 -1.3621 -0.5269  0.02
15 C -1.8350 -4.0006 2.5673  0.00
16 C -3.0563 1.9627 2.9496  0.00
17 C 1.7283 6.3391 -2.5422  0.00
18 H -4.1314 -6.7763 1.0760  0.00
19 N -0.3583 -1.2102 2.4601  0.00
20 C 2.9484 -4.0828 2.1188  0.00
21 S -2.3667 -2.6042 -1.0136  0.02
22 O 1.3841 1.3664 0.6699  0.02
23 S -2.4383 -0.2585 -0.5181  0.10
24 C 3.1315 6.4593 -3.1308  0.00
25 H 3.8253 -3.1627 -1.5524  0.00
26 C 4.5120 -3.7698 -0.9649  0.00
27 C 0.5427 4.3249 -3.4341  0.00
28 H 5.3698 -1.4114 1.4432  0.00
29 H -0.9585 0.4553 5.1805  0.00
30 N 1.3307 4.9175 -2.4621  0.00
31 H -0.0041 3.0627 1.7638  0.00
32 H -0.3501 7.0284 -5.2127  0.00
33 C 0.1212 5.0519 -4.5660  0.00
34 O 3.1811 2.6335 0.3419  0.00
35 B -0.2136 -2.3243 1.4041  0.01
36 F -1.6632 2.4813 -6.3598  0.00
37 C 1.7947 4.1796 -1.4494  0.00
38 C -0.4344 -1.1995 3.8345  0.00
39 H -5.7284 -6.5882 0.3574  0.00
40 H 5.4840 -3.7735 -1.4579  0.00
41 C -0.6080 4.4098 -5.5403  0.00
42 H 5.6807 -3.7666 2.2933  0.00
43 H -0.2168 -2.0548 4.4506  0.00
44 C -0.9519 3.0686 -5.3870  0.00
45 O 0.0922 1.0561 -1.9374  0.01
46 H 3.6476 -4.7321 2.6083  0.00
47 H -1.4037 3.9766 4.1194  0.00
48 C 2.1940 -2.5379 0.7051  0.00
49 C 4.6594 -3.2080 0.4519  0.00
50 H 3.1857 6.0186 -4.1265  0.00
51 Ru -0.2411 0.2584 -0.0112  0.81
52 H 3.8559 5.9474 -2.4971  0.00
53 H 2.4719 4.6642 -0.7568  0.00
54 H -6.5416 -4.1098 -0.0512  0.00
55 C 5.6040 -4.0960 1.2561  0.00
56 C 1.6358 -3.9193 2.3592  0.00
57 N 3.3068 -3.2224 1.0925  0.00
58 H -5.7810 -3.4577 1.4127  0.00
59 H 1.7519 6.7127 -1.5176  0.00
60 C -1.5365 2.1492 2.9908  0.00
61 N -1.4251 -3.2769 1.4792  0.00
62 C -1.0804 2.9032 1.7454  0.00
63 C 0.1629 2.9793 -3.2837  0.00
64 H 1.3548 6.6357 -5.3102  0.00
65 H 1.0047 -4.4288 3.0654  0.00
66 C -1.1156 2.9327 4.2326  0.00
67 C -0.6030 2.3557 -4.2762  0.00
68 N 1.1620 -2.9660 1.4799  0.00
69 C 1.4463 2.8763 -1.2152  0.00
70 H -3.3510 1.4799 2.0159  0.00
71 H -1.3501 2.3577 0.8338  0.00
72 H -1.2858 -4.0138 3.4916  0.00
73 H -3.3245 -5.7196 -1.3081  0.00
74 C -0.6406 0.0051 1.9878  -0.02
75 N -3.3028 -4.2956 0.9557  0.00
76 C -2.9850 -4.6301 2.2489  0.00
77 H -1.5881 3.8666 1.7093  0.00
78 H 4.5768 -1.1032 -0.1030  0.00
79 H -0.2683 7.0830 -2.7607  0.00
80 C -2.3560 -3.4342 0.4964  0.00
81 C -5.6112 -3.7294 0.3698  0.00
82 H 6.1926 -1.8002 -0.0774  0.00
83 H -0.9247 4.9427 -6.4278  0.00
84 H -4.1593 -4.2473 -1.8186  0.00
85 H -0.9072 1.3251 -4.1577  0.00
86 C -0.7906 0.0526 4.1989  0.01
87 C 0.5501 2.2244 -2.1011  0.00
88 H -5.3196 -2.8345 -0.1809  0.00
89 C -4.2440 -5.1392 -1.2090  0.00
90 H 3.4160 7.5096 -3.1953  0.00
91 H 5.3013 -5.1438 1.2265  0.00
92 H -3.5512 2.9323 3.0107  0.00
93 H 4.1361 -4.7942 -0.9307  0.00
94 C 0.4592 6.5135 -4.6955  0.00
95 H -1.6001 2.5523 5.1321  0.00
96 C 2.0786 2.2376 0.0105  0.00

Forces on atoms 1 to 3 (eV/Å):
H 0.0 0.0 0.0
C 0.1 0.1 0.1
H 0.0 0.0 0.0

[3]
Entry from the OMol25 dataset: C35H45BInN9O4Si2Te as an isolated structure in a non-equilibrium geometry (ωB97M-V/def2-TZVPD).

Properties
HOMO level   -7.705 eV
Gap between HOMO and LUMO   7.012 eV
Net charge   0
Energy relative to the best compared isomer or geometry (same formula, charge and spin)   15.5 kcal per mole

Each line ends with the Mulliken charge.
Element x y z (Å)
1 C -2.0546 5.1770 -0.4168  -0.96
2 H -2.9190 2.5960 0.5079  -0.04
3 C 2.5613 2.1738 4.0935  -0.70
4 C 1.8776 4.8823 5.3422  -1.09
5 C -1.1655 -4.2006 1.2050  -0.03
6 H -1.4394 -6.4271 -3.3094  0.51
7 N -0.8954 -3.1144 -2.7129  -0.21
8 H 1.7314 5.3397 1.8193  0.22
9 C -0.5746 -6.2502 -5.7053  0.35
10 H 4.6955 2.4998 0.0255  0.56
11 H -4.0021 -0.9788 1.4188  0.30
12 H 1.6010 5.8548 4.9894  0.30
13 H 3.6340 2.2620 3.8504  0.35
14 H -3.4232 2.6586 2.2030  0.73
15 H 3.9072 -5.0937 -2.6141  0.48
16 O -1.8654 0.5872 -1.0992  -0.68
17 C -2.7677 3.1217 1.4678  -0.97
18 O -2.2094 -0.9814 0.3817  -0.11
19 H -2.9273 5.9826 3.4051  0.39
20 H 2.9972 4.1199 1.6245  0.16
21 H -1.6705 4.1907 -0.7550  0.15
22 H -3.2417 0.6647 1.3149  -0.01
23 C -4.8542 5.1805 0.5562  -1.17
24 C -0.2566 3.5384 3.5182  -0.48
25 H -3.0810 -6.9950 0.6826  0.44
26 C -1.1226 -5.3441 -3.4067  -1.18
27 C 0.9460 -1.5562 3.5790  -1.67
28 H -0.6274 3.0546 4.4310  0.47
29 C -0.6990 -0.6988 -5.3840  -1.29
30 C 2.1826 -1.8662 3.0140  -0.37
31 C 2.8585 1.5196 -0.7666  -0.36
32 N 0.2411 -0.6529 -3.1819  0.24
33 H 3.2174 5.3558 2.8502  0.42
34 H -2.6973 -6.2989 -1.6009  0.48
35 C -2.4987 -6.1013 0.5348  -0.42
36 C -1.1736 -4.3499 -2.4471  1.13
37 H 4.1961 -1.9861 1.1909  -0.19
38 H -1.3394 -1.1487 -6.0979  0.55
39 N 0.7176 -1.8034 1.3293  0.22
40 C 4.2548 0.4698 0.5093  -0.08
41 H 2.4583 1.6665 4.9838  0.51
42 C -3.4366 -0.2901 0.8172  -0.63
43 H -0.5091 -3.3673 -6.1117  0.59
44 H 4.8693 -3.7976 -0.5133  0.50
45 B 3.1494 -1.8029 0.6297  -0.11
46 N 2.0228 -1.9609 1.6480  0.13
47 H -4.9490 6.0213 -0.0914  0.40
48 H -2.8601 7.1061 2.0266  0.29
49 H 0.9810 1.0854 -2.4550  0.07
50 H -5.2150 4.2506 0.1155  0.30
51 H -0.7074 -3.5294 1.9449  0.43
52 H -3.9374 -0.0134 -0.1103  0.37
53 N -1.0039 -3.8671 -0.0590  0.35
54 H -0.9561 -1.4241 2.4546  1.00
55 C -0.8964 -4.9942 -4.7873  -0.11
56 O 0.2456 -5.9844 -6.5609  -0.68
57 H 2.2651 2.2328 -1.2660  0.47
58 H 5.0094 0.0649 1.1795  0.44
59 H 2.3304 1.4912 3.3017  -0.15
60 C 2.2131 -3.7762 -2.3079  -0.27
61 H -2.5711 5.5327 -1.3030  0.42
62 H -5.6394 5.4161 1.3755  0.29
63 H 3.0159 4.9278 5.6023  0.23
64 C 0.4070 1.2958 -4.5546  -0.94
65 C -0.6879 -3.6463 -5.0841  -1.08
66 N 1.9349 -2.8526 -1.3471  0.47
67 C 3.4518 -4.3172 -2.0331  -1.34
68 C -0.6442 -2.7544 -4.0002  1.19
69 C -2.5429 6.1294 2.4363  -0.95
70 C 0.5485 0.6030 -3.3476  0.16
71 H 0.5894 -1.4342 4.6151  0.42
72 C 3.9035 -3.6635 -0.9230  -0.23
73 C 4.0286 1.6840 -0.0545  -1.46
74 N 3.2330 -0.3334 0.2322  -0.01
75 H -0.7192 1.1543 -6.3700  0.45
76 N 2.9613 -2.7769 -0.5613  -0.14
77 H -1.1736 5.8375 -0.3320  0.32
78 C -0.3271 0.6234 -5.5446  -0.45
79 C -1.4524 -0.3976 -0.5897  -0.45
80 H 1.6613 -3.9170 -3.1868  0.62
81 H 0.6866 2.3474 -4.6636  0.42
82 H -1.4623 6.0483 2.4516  0.23
83 H -0.5923 4.5566 3.4698  -0.20
84 O -1.2138 -7.2488 -5.3467  -0.71
85 C -2.2403 -5.7915 -0.7680  -1.37
86 Te -0.7453 2.5561 1.7393  0.52
87 C 2.4848 4.7106 2.3833  -0.84
88 Si 1.6531 3.7495 3.8490  0.19
89 Si -3.1105 4.9250 1.1360  0.31
90 C -0.2943 -1.3489 -4.2257  0.17
91 H 1.3866 4.6467 6.2663  0.39
92 N 2.3407 0.3048 -0.5463  0.36
93 C -1.4830 -4.6436 -1.0375  0.61
94 H -1.9724 -5.7129 2.5603  0.46
95 C -1.9312 -5.3433 1.5555  -1.19
96 C 0.0733 -1.5628 2.4968  -0.46
97 In 0.0764 -1.8631 -1.0225  2.87
98 H 3.1792 -1.9340 3.4867  0.41

Forces on atoms 1 to 3 (eV/Å):
C 0.8 -0.2 -0.6
H -0.3 0.3 0.2
C 1.3 0.4 -2.2

[4]
Entry from the OMol25 dataset: C35H45BaClN5O6 as an isolated structure in a non-equilibrium geometry (ωB97M-V/def2-TZVPD).

Properties
HOMO level   -3.581 eV
Gap between HOMO and LUMO   5.787 eV
Net charge   -1

Each line ends with the Mulliken charge.
Element x y z (Å)
1 C 1.5869 -4.8356 -1.7182  -0.99
2 H 4.4076 4.4820 4.0384  0.25
3 H -1.8160 -1.6785 -1.2362  0.13
4 O -0.2464 -0.4817 2.2415  -0.99
5 N 3.4623 1.1531 -0.6311  0.55
6 C -4.0631 1.0534 -1.8569  -1.48
7 H 7.1496 1.6024 5.7195  0.38
8 H 1.2742 4.6433 -3.0443  0.44
9 H 6.6549 3.8995 4.9069  0.37
10 C -0.0929 1.6013 -3.6423  -0.89
11 H -0.0436 -0.7063 5.5551  0.14
12 H 3.3034 1.4163 1.4362  0.07
13 H -0.1328 -1.6534 4.0352  0.14
14 H 5.3837 -0.1334 5.6440  0.39
15 C 0.5545 4.4409 7.0906  -0.79
16 H 0.4597 5.0167 -5.3693  0.37
17 H -0.6906 3.1697 -6.5770  0.37
18 C -0.6982 -1.0397 4.7391  -0.70
19 H 1.2615 5.1895 5.2197  0.22
20 H 4.8262 1.8814 -2.0404  0.32
21 C 0.6482 2.0652 7.4294  -0.88
22 C -0.5387 1.7960 -4.9357  -0.08
23 H 4.7101 2.2253 0.6640  0.35
24 N 1.0317 2.3009 1.8545  0.79
25 Ba 0.0348 0.2719 0.1167  1.78
26 H 3.1461 -0.7322 -1.3926  0.62
27 C 3.9114 1.1951 4.7875  0.18
28 O -0.1806 -2.2450 -0.1474  -0.84
29 H 1.3808 -2.2727 -1.5398  -0.21
30 C 0.5674 2.6152 -2.9590  0.39
31 H 3.3359 1.1548 -2.7147  0.39
32 C 2.9130 -0.0558 -0.5816  -0.30
33 H 0.4867 1.1888 8.0621  0.37
34 H -4.3573 0.0296 -1.6083  0.32
35 C 0.6485 -2.7890 -0.9028  0.56
36 H -1.0505 0.9845 -5.4520  0.38
37 C 6.1708 1.8506 5.3155  -0.43
38 C 1.3988 3.0124 5.3090  -0.08
39 H -2.8756 0.7320 5.1842  0.38
40 C 5.8801 3.1346 4.8543  -0.85
41 H -1.7869 0.9348 2.2191  0.29
42 H -1.2633 -4.1666 -0.0254  0.25
43 C 0.3090 4.0566 -4.8824  -0.47
44 H -4.1675 1.6551 -0.9420  0.24
45 Cl -2.5418 0.2376 -0.1055  -0.63
46 C 2.1342 2.8771 3.9531  3.17
47 C 3.6508 1.9563 0.5544  -0.69
48 H -1.5193 -1.6285 5.1741  0.37
49 H -3.1908 -1.6022 -2.3529  0.33
50 C 3.5993 2.4794 4.3140  0.29
51 C -2.1238 -1.3934 -2.2644  -1.32
52 C 1.0838 4.2815 5.8021  -0.67
53 C -1.9195 1.1163 4.8069  -0.85
54 H 0.9378 2.4338 -1.9521  0.38
55 H 2.1954 4.9561 3.2794  0.32
56 C 0.7639 3.8478 -3.5845  -0.85
57 H -0.8756 -5.5751 -1.0468  0.35
58 N 1.9406 3.9913 3.1230  -0.03
59 H 3.2739 2.7623 -1.9324  0.29
60 H -2.1142 1.9922 4.1728  0.29
61 H -0.0917 -5.3913 0.5464  0.31
62 C 1.2418 3.6794 1.9005  -0.70
63 N -1.2405 0.1171 4.0548  0.49
64 H -0.0686 3.4571 8.9079  0.38
65 C 1.5337 1.7824 2.9941  -0.22
66 C -1.1208 0.2499 2.7549  -0.23
67 H -0.1350 -0.5390 -3.6883  0.37
68 C -0.4698 -4.8490 -0.3313  -0.99
69 O 1.6323 0.5965 3.2822  -0.66
70 H -1.3040 1.4306 5.6601  0.16
71 C 5.1835 0.8764 5.2765  -1.07
72 H -4.7458 1.4487 -2.5910  0.43
73 H 3.1886 0.3794 4.8162  0.06
74 O 0.5638 0.1015 -2.0946  -0.88
75 H 1.4374 0.8960 5.8244  0.17
76 C -1.8069 0.0400 -2.5512  0.08
77 H 3.0590 2.8780 0.4509  0.28
78 H 0.3281 5.4404 7.4643  0.37
79 H 2.1055 -5.5568 -1.0752  0.33
80 C 4.6056 3.4530 4.3567  -0.72
81 C -0.3577 0.2589 -2.9843  0.38
82 H -2.2536 2.1096 -2.5770  0.27
83 C -2.6393 1.1070 -2.3659  0.34
84 H 1.1021 -5.3795 -2.5387  0.33
85 H -1.5567 -2.0262 -2.9357  0.49
86 C 3.7439 1.7683 -1.9024  -1.11
87 H 2.3165 -4.1274 -2.1331  0.27
88 O 2.2404 -0.4560 0.3858  -0.79
89 N 0.6120 -4.1210 -0.9655  0.35
90 O 0.9264 4.4805 1.0306  -0.79
91 C 1.1856 1.9093 6.1431  0.35
92 C 0.3347 3.3344 7.9056  -0.55
93 C -0.3402 3.0200 -5.5594  -0.70

Forces on atoms 1 to 3 (eV/Å):
C 0.2 -0.4 -0.4
H 0.0 -0.4 0.0
H -0.4 0.2 -1.0